Density functional theory data (ωB97M-V/def2-TZVPD) for C3H4CuNaO4 as an isolated structure in a non-equilibrium geometry.

XYZ file:
```
13
Properties=species:S:1:pos:R:3:forces:R:3
H 0.041869 0.320313 2.113088 0.014 0.349 0.046
C 0.089763 0.989821 1.251404 -0.401 -0.613 0.631
C 0.049137 2.437827 1.381447 -0.017 0.375 0.074
O 1.274092 1.722237 1.134451 -0.362 -0.253 -0.325
H -0.306888 3.036645 0.541263 0.078 -0.183 0.200
H -0.015530 2.887652 2.374397 -0.066 -0.094 -0.282
O -0.347128 0.340063 0.099644 -1.111 -1.917 -1.518
H -1.385776 -0.370588 -0.232551 3.176 1.348 1.653
O 1.185822 -1.856184 -0.950847 0.261 0.595 2.618
C 0.189186 -1.573300 -0.365417 -1.778 0.270 -4.906
Cu 1.836923 -3.077817 -2.883417 -0.415 0.134 0.098
Na -1.589645 -3.118466 -3.878362 0.310 0.012 0.158
O -1.021827 -1.738202 -0.585100 0.311 -0.023 1.553
```
Forces are in eV/Å.

Values from the calculation:
LUMO energy (alpha / beta) = -4.6 / -5.5 eV
energy = -2220.0293 Ha
M = 190.6 g/mol
spin multiplicity = 2
frontier orbital gap (alpha / beta) = 6.054 / 7.611 eV
total charge = +1

***

Density functional theory data (ωB97M-V/def2-TZVPD) for one molecule with the formula C4H7NO in a non-equilibrium geometry.

XYZ file:
```
13
Properties=species:S:1:pos:R:3:forces:R:3
C -0.162391 -1.138541 0.844939 -0.024 -0.027 0.057
C 0.389409 -0.352418 -0.349078 -0.033 -0.017 -0.040
C 1.825800 -0.056379 -0.244813 0.935 0.288 0.031
N 2.931876 0.278002 -0.181076 -1.052 -0.416 -0.013
C -0.332676 0.999812 -0.507275 0.314 0.088 0.020
O -1.713126 0.784795 -0.703200 -0.170 0.105 0.083
H 0.101606 -2.197660 0.796374 0.057 0.168 0.007
H 0.198948 -0.732054 1.794731 -0.040 -0.021 -0.146
H -1.252750 -1.059289 0.816615 0.169 -0.093 0.034
H 0.238262 -0.934618 -1.266496 -0.014 0.128 0.099
H 0.077638 1.534985 -1.371634 -0.046 -0.082 0.121
H -0.131884 1.603842 0.387826 -0.079 -0.058 -0.140
H -2.198934 1.209895 0.009156 -0.017 -0.062 -0.114
```
Forces are in eV/Å.

Values from the calculation:
LUMO energy = 0.6 eV
relative energy (zero: lowest compared OMol25 entry of this formula, charge and spin) = 25.3 kcal/mol
energy = -286.5913 Ha
M = 85.1 g/mol
spin multiplicity = 1
frontier orbital gap = 11.591 eV

***

Density functional theory data (ωB97M-V/def2-TZVPD) for C16H24AsF4MnN3S as an isolated structure.

XYZ file:
```
50
Properties=species:S:1:pos:R:3:forces:R:3
Mn 0.363946 -0.406217 0.419698 -0.345 0.012 0.203
C -0.556006 0.040132 3.811152 0.076 -0.138 0.157
C -1.272697 0.753369 2.682150 -0.087 0.117 -0.083
N -0.369486 1.335749 1.655704 -0.020 0.072 0.048
C 0.611665 2.219583 2.318372 -0.071 0.018 0.109
C 1.529591 2.980234 1.376312 0.018 0.012 -0.148
C -1.179856 2.089250 0.670233 -0.005 0.049 0.076
C -2.005623 1.194810 -0.244608 -0.044 0.109 0.022
N -1.109782 0.218999 -0.838980 -0.095 -0.101 -0.195
C -1.519956 -0.556998 -1.876173 -0.071 0.187 0.043
C -0.604920 -1.466034 -2.435116 0.033 -0.114 -0.125
F 0.647017 -1.524937 -1.881859 -0.044 0.007 0.011
C -0.879136 -2.292688 -3.496999 0.023 0.013 0.035
F 0.095939 -3.107161 -3.934326 -0.025 -0.020 -0.033
C -2.117415 -2.292158 -4.111429 0.053 0.080 0.100
C -3.046094 -1.415527 -3.585674 -0.002 0.040 0.040
F -4.274668 -1.355290 -4.121961 0.015 -0.034 -0.022
C -2.775551 -0.582047 -2.516765 -0.010 -0.001 0.010
F -3.779192 0.215358 -2.087662 0.010 0.008 0.016
H -1.266981 -0.603061 4.328531 -0.013 0.003 0.019
H -0.139324 0.732516 4.542165 -0.009 0.024 0.003
H 0.242444 -0.611813 3.449896 -0.073 0.061 -0.043
H -1.891896 1.566539 3.090671 0.012 -0.042 -0.012
H -1.946703 0.063619 2.173722 0.063 -0.031 0.021
H 1.207338 1.596691 2.986048 0.018 0.005 -0.068
H 0.074348 2.934159 2.961306 0.008 -0.016 -0.036
H 1.884722 2.345457 0.559673 -0.004 -0.019 0.060
H 2.397557 3.344222 1.925678 0.005 -0.004 0.021
H 1.047693 3.844726 0.922820 -0.030 0.007 0.026
H -0.497152 2.653903 0.039231 0.037 -0.010 -0.035
H -1.821188 2.806967 1.201559 -0.018 -0.025 -0.043
H -2.467393 1.856013 -0.983534 0.037 -0.020 -0.032
H -2.838224 0.736567 0.303927 0.056 -0.046 -0.002
H -2.346977 -2.935583 -4.944417 -0.005 -0.031 -0.031
C 4.235808 0.356390 1.086883 0.135 0.006 -0.033
As 2.875077 -0.324282 -0.111763 0.055 -0.085 -0.026
C 3.532324 -2.114563 -0.454321 0.121 0.051 -0.020
C 3.306143 0.608806 -1.755232 0.129 -0.013 -0.005
H 5.217889 0.209632 0.635858 -0.005 0.026 0.063
H 4.187696 -0.177047 2.035087 -0.001 0.008 -0.014
H 4.073709 1.418459 1.264649 0.012 -0.027 0.008
H 4.535539 -2.062316 -0.879231 -0.033 -0.059 0.026
H 2.859136 -2.620842 -1.141799 -0.001 0.004 -0.022
H 3.553291 -2.662777 0.486408 0.002 -0.010 -0.020
H 4.306504 0.327059 -2.085710 -0.035 0.047 -0.028
H 3.273561 1.682668 -1.573322 -0.012 -0.006 -0.029
H 2.574572 0.353211 -2.519389 0.019 -0.016 0.018
S -2.002284 -3.819593 2.628069 0.113 0.176 -0.084
C -0.979768 -2.800725 1.910102 -0.090 -0.260 0.172
N -0.217798 -2.055873 1.409620 0.098 -0.013 -0.117
```
Forces are in eV/Å.

Values from the calculation:
LUMO energy (alpha / beta) = 0.3 / 0.3 eV
relative energy (zero: lowest compared OMol25 entry of this formula, charge and spin) = 0.0 kcal/mol
energy = -4972.7896 Ha
M = 496.3 g/mol
spin multiplicity = 6
frontier orbital gap (alpha / beta) = 7.579 / 7.788 eV

***

Q: Which value of M does entry 1 give?
A: 190.6 g/mol

***

Q: What is the formula in the third record?
A: C16H24AsF4MnN3S

***

Q: Which value of M does entry 3 give?
A: 496.3 g/mol